Entry 1:
Computed, not measured: a cluster of 2 separate species, C2HF2N in total, with ωB97M-V with the def2-TZVPD basis set.

ORCA input file:
```
! RIJCOSX wB97M-V def2-TZVPD def2/J DEFGRID3
* xyz 0 1
C 0.564 -0.861 -0.278
C 0.061 0.413 -0.186
N 1.079 -1.826 -0.712
F 0.930 1.335 0.134
F -1.041 0.879 -0.752
H -1.593 0.060 1.794
*
```

Summary:
ΔE to the lowest compared entry with this formula, charge and spin = 4.554 eV
E_LUMO (spin up / spin down) = -1.132 / -0.804 eV
Orbital gap (spin up / spin down) = 10.30 / 8.60 eV
E_tot = -9009.687 eV
Highest occupied orbital energy (spin up / spin down) = -11.43 / -9.40 eV

Charge distribution, natural (NBO) scheme, values in e: 0.0743 0.6900 -0.2045 -0.2759 -0.2744 -0.0095

=====

Entry 2:
Computed, not measured: a cluster of 2 separate species, C2HF2O3S in total, with ωB97M-V with the def2-TZVPD basis set.

ORCA input file:
```
! RIJCOSX wB97M-V def2-TZVPD def2/J DEFGRID3
* xyz -1 1
C 1.416 0.361 0.304
C 0.056 0.503 -0.051
O -2.138 -0.313 1.087
O 2.064 0.836 1.317
O -0.922 -2.109 0.001
F -0.263 0.100 -1.999
F -0.654 1.654 -0.046
S -1.542 -0.828 -0.173
H 1.984 -0.205 -0.439
*
```

Summary:
ΔE to the lowest compared entry with this formula, charge and spin = 3.609 eV
E_LUMO (spin up / spin down) = 2.510 / 2.512 eV
Orbital gap (spin up / spin down) = 7.23 / 7.24 eV
E_tot = -24500.551 eV
Highest occupied orbital energy (spin up / spin down) = -4.72 / -4.72 eV

Charge distribution, natural (NBO) scheme, values in e: 0.2256 0.4095 -0.9931 -0.5639 -0.9771 -0.6243 -0.2991 1.6588 0.1636

=====

Entry 3:
Computed, not measured: the ion C2HF3NOS with charge -1, with ωB97M-V with the def2-TZVPD basis set.

ORCA input file:
```
! RIJCOSX wB97M-V def2-TZVPD def2/J DEFGRID3
* xyz -1 1
O 1.592 0.917 -1.268
C 1.146 0.998 -0.158
S 1.614 1.737 1.275
N -0.289 0.392 0.073
C -0.735 -0.857 -0.111
F -1.648 -1.271 0.750
F -1.377 -0.988 -1.356
F 0.238 -1.799 -0.188
H -0.541 0.870 0.981
*
```

Summary:
ΔE to the lowest compared entry with this formula, charge and spin = 0.086 eV
E_LUMO = 3.749 eV
Orbital gap = 7.75 eV
E_tot = -24617.950 eV
Highest occupied orbital energy = -4.00 eV

Charge distribution, natural (NBO) scheme, values in e: -0.6244 0.4757 -0.4841 -0.8008 1.0798 -0.3288 -0.3879 -0.3468 0.4172

=====

Entry 4:
Computed, not measured: an isolated molecule of C2HF4NO, with ωB97M-V with the def2-TZVPD basis set.

ORCA input file:
```
! RIJCOSX wB97M-V def2-TZVPD def2/J DEFGRID3
* xyz 0 1
C -0.790 -0.783 -0.209
C -0.342 0.554 0.193
N 1.670 0.176 -0.591
O 0.958 0.432 0.563
F -2.050 -0.858 -0.559
F -0.453 -1.784 0.601
F -0.366 1.517 -0.805
F -1.254 0.989 1.103
H 2.626 -0.242 -0.295
*
```

Summary:
ΔE to the lowest compared entry with this formula, charge and spin = 4.877 eV
E_LUMO (spin up / spin down) = -0.484 / -0.888 eV
Orbital gap (spin up / spin down) = 10.18 / 8.80 eV
E_tot = -16492.509 eV
Highest occupied orbital energy (spin up / spin down) = -10.66 / -9.69 eV

Charge distribution, natural (NBO) scheme, values in e: 0.6550 0.7861 -0.2001 -0.3537 -0.2908 -0.3000 -0.3176 -0.2977 0.3188